This record from the OMol25 dataset describes a 20-piece molecular cluster, H39O20 overall. The level of theory is ωB97M-V with the def2-TZVPD basis set.

```
59
Properties=species:S:1:pos:R:3:forces:R:3
O -1.16373 2.95600 0.77915 -0.97 -1.11 0.70
H 2.82401 4.09649 -2.71024 -0.90 0.17 -0.55
O -3.85510 0.57294 3.22784 -0.35 0.56 0.21
H -4.08902 0.37635 2.31122 0.37 -0.11 0.01
H -3.26759 1.33517 3.07133 -0.13 -0.62 0.16
O -0.88765 -0.38330 2.98876 0.57 0.40 0.12
H 2.65207 0.72654 -3.36711 0.02 -0.01 -0.19
H -1.19748 0.18098 2.20703 -0.15 -0.81 0.34
O 2.16207 1.22416 3.81200 -0.02 -1.21 -0.11
H 1.47033 0.55146 3.64679 0.30 0.61 0.12
H 3.86305 0.90612 1.87300 -0.60 0.14 0.49
O 4.37940 0.70482 1.09827 0.33 -0.49 -0.82
H 0.70299 -1.70231 1.82926 -0.43 0.15 -0.29
H -1.69078 -0.82841 3.26412 -0.28 0.26 0.11
O -3.09495 0.63863 -1.86643 0.02 -1.00 -0.07
H -1.77688 3.53270 0.33752 -0.18 0.48 -0.27
H 1.67688 2.03467 3.94323 -0.41 0.60 -0.26
O 0.60110 0.32483 -1.70315 -0.93 -2.58 0.50
H 0.33364 -0.01271 -0.80014 0.31 0.62 -0.99
H 0.57493 -0.53300 -2.24137 0.38 1.90 0.85
O -1.90561 -2.26366 -1.59170 1.52 0.34 1.42
H -2.30729 0.82369 -2.38293 0.25 0.36 -0.04
H -0.55356 0.31098 -4.71312 -0.61 -0.33 -1.41
O -0.35344 -5.59677 1.70337 0.28 -0.54 0.21
H -0.43249 -5.08172 0.88899 -0.15 0.19 0.46
H -0.17293 -4.99856 2.43550 0.09 0.13 -0.34
O -2.14304 -4.17668 0.24207 1.54 -1.51 -0.14
H -2.83655 -4.79010 -0.03633 0.07 0.34 0.33
H -2.44400 -3.76504 1.06982 -0.25 -0.17 -0.75
O 0.14321 -1.99402 1.09172 0.01 -0.91 -0.11
H 2.46754 -1.86586 -1.45307 -0.24 -0.31 -0.24
H -0.61967 -2.39719 1.53941 0.36 0.70 -0.14
O 2.84687 4.11019 -1.76543 1.69 0.38 0.69
H -4.60731 -2.21422 0.58329 0.94 0.07 -0.68
H -3.06996 -0.33988 -1.82508 -0.20 0.56 0.00
O 2.38253 -2.38032 -0.65103 0.67 0.54 0.59
H 1.94154 -3.20708 -0.82077 -0.31 -0.17 -0.36
H -1.28574 -1.52553 -1.22027 -1.44 -2.47 -0.51
O 2.47731 -0.18549 -3.63182 -0.30 0.19 -0.48
H -1.80678 -3.15427 -1.02820 0.08 2.60 -0.86
H 2.95932 -0.66928 -2.97157 0.57 -0.30 0.25
O 1.40756 2.76254 0.02936 0.16 -0.63 -0.15
H 1.34773 1.85595 -0.32740 0.11 0.74 0.11
H 0.51968 2.90400 0.40334 -0.27 -0.10 -0.35
O 0.33352 3.75244 2.78801 1.66 -0.06 0.78
H -0.34195 4.19448 3.28257 -0.71 0.15 0.03
H 3.86223 0.07341 0.57042 0.19 0.38 0.44
O -3.81581 -2.68914 0.25380 -2.24 1.05 0.72
H -0.05261 3.37070 1.99022 -0.90 0.18 0.03
H -3.31789 -2.18665 -0.42514 -0.44 0.06 0.35
O -0.97150 0.13202 -5.60083 0.22 0.13 1.43
H -1.83594 -0.26168 -5.39739 0.44 0.19 0.00
H 2.03218 4.17160 -1.26855 -0.67 -0.43 -0.29
O 4.28984 1.86610 -2.24197 -0.30 -0.61 -0.29
H 3.40111 1.99409 -1.88644 -0.01 0.14 0.20
H 4.72315 2.60804 -1.82461 0.33 0.30 0.19
O -2.24018 0.72770 1.12531 0.05 1.31 0.91
H -2.33581 0.66196 0.19118 -0.09 -0.12 -1.19
H -1.82042 2.02500 1.11464 0.97 -0.33 -0.87
```
Positions in Å, forces in eV/Å.

Net charge = -1
LUMO level = 1.9 eV
ΔE to the lowest compared entry with this formula, charge and spin = 398.7 kJ/mol
Highest occupied orbital energy = -6.6 eV